(1)
ORCA calculation (wB97M-V/def2-TZVPD) on 8 unconnected molecules or ions with the total composition C29H70N2O10P at a distorted geometry.

The geometry in XYZ format:
```
112
C29H70N2O10P wB97M-V/def2-TZVPD
H -6.28 -2.29 -5.92
H -5.47 -0.83 -4.05
O -8.14 -2.62 -5.09
H -0.98 -2.90 -3.11
O 1.28 -4.98 4.25
H 1.36 5.24 1.07
O -7.25 -0.47 6.01
H 3.21 -4.01 2.55
C 3.35 -2.94 2.61
H 4.38 -0.54 -1.91
C 4.21 -0.89 2.35
O 2.23 3.49 0.48
H -0.28 2.52 -4.11
H 2.80 0.12 3.65
H 3.09 3.06 0.55
H -8.52 -1.89 -5.58
N 4.31 -2.20 2.02
H 1.22 0.53 -3.13
C 3.40 5.62 0.51
O -1.55 1.85 -6.98
H -8.35 -1.96 5.12
H 7.19 8.70 1.37
H 3.47 6.59 1.01
H -8.03 -0.07 6.40
C -6.53 -1.04 -4.18
C 2.45 2.36 -3.63
H -2.99 1.23 -8.29
O -0.59 -0.81 -4.14
H -4.01 -4.19 7.88
H 4.88 -0.12 2.01
H -7.01 -1.08 -3.20
H 5.10 8.24 3.56
H -2.01 -0.07 -7.59
H -6.77 -1.62 4.40
H 3.33 -3.19 -0.98
C -8.31 -0.21 3.84
H -0.39 -0.63 -1.24
H 2.55 4.59 2.20
H 5.30 -3.94 1.29
C 1.45 3.36 -3.05
C -0.97 -4.50 3.48
C 0.19 -5.48 3.47
C 6.45 8.08 1.88
H 6.29 -2.54 1.54
H 3.19 5.79 -0.55
C 5.84 8.85 3.05
H 1.54 4.27 -3.66
H -1.33 -4.34 4.50
C 5.21 -2.42 -0.30
H -2.76 -2.65 6.70
C 2.58 -2.10 3.37
H -5.02 -3.54 5.05
C -5.12 -3.53 6.14
H 0.66 -2.80 -4.69
H 3.12 -1.70 -0.02
H -5.18 -2.48 6.44
C -0.02 2.92 -3.12
H 4.37 -2.03 -2.82
H 0.79 -1.51 -0.13
C -3.55 0.68 -6.28
H -0.66 -3.53 3.09
H 2.09 1.89 -4.56
H 2.81 -1.95 -4.33
H -1.13 1.52 -6.18
H -7.61 0.58 3.57
H 6.94 7.17 2.24
C 1.49 0.32 -0.95
H 5.78 -1.50 -0.51
C 1.24 -1.82 -2.29
H 5.01 8.49 0.63
C 0.63 -1.00 -1.08
O 2.93 1.38 -2.70
H -6.99 -0.20 -4.71
H 0.96 -4.86 5.15
H 1.74 -2.35 4.00
C 5.30 -2.86 1.17
H -0.16 2.08 -2.43
C 3.79 -1.44 -2.10
O 5.44 7.69 0.95
H 6.61 9.14 3.77
H 3.34 2.93 -3.93
H -3.86 -5.25 6.46
C -6.75 -2.34 -4.93
C -3.92 -4.21 6.78
H -4.30 -0.06 -6.57
C 2.02 0.41 -2.38
O -2.71 -3.57 6.41
H -0.72 3.69 -2.80
H 2.38 0.28 -0.31
N 2.44 -1.03 -2.62
H -4.06 1.62 -6.05
H -8.61 -0.74 2.94
C 2.33 4.76 1.14
C 3.13 -0.80 3.19
H -6.31 -3.17 -4.38
H -3.07 0.34 -5.35
H 0.56 -5.62 2.46
H -9.18 0.26 4.28
H 4.38 5.14 0.57
C 3.75 -2.20 -0.76
H -6.05 -4.03 6.42
H 5.62 -3.22 -0.91
C -7.66 -1.16 4.84
H 0.97 1.25 -0.71
H 1.37 -2.82 -1.87
C -2.52 0.88 -7.37
H -0.12 -6.45 3.87
H 5.33 9.75 2.70
P 0.02 -2.07 -3.66
H 1.72 3.66 -2.03
H -1.80 -4.87 2.88
O 2.64 -1.04 -4.04
```

Calculated values
E_HOMO (eV): -10.6
Net charge: +1
Orbital gap (eV): 7.84

***

(2)
ORCA calculation (wB97M-V/def2-TZVPD) on 11 unconnected molecules or ions with the total composition C29H70O13 at a distorted geometry.

The geometry in XYZ format:
```
112
C29H70O13 wB97M-V/def2-TZVPD
C 1.42 -2.90 -1.05
H -0.77 -2.73 -2.38
H 0.14 5.42 -1.99
H -5.77 -1.65 -1.34
H 4.82 0.59 -4.37
H -0.48 -0.14 6.26
H 1.63 -2.89 -2.12
H -4.60 -4.19 -0.91
H 2.13 3.03 2.10
O 4.26 0.89 -0.07
H -6.62 -3.09 -0.77
H -2.12 -1.79 4.46
H 6.42 -5.24 -0.13
H -4.27 -1.74 0.65
O -0.96 -2.71 -1.43
H 2.28 2.02 5.64
C -1.42 -1.41 3.70
C 1.31 1.67 6.00
C 3.62 -0.03 0.74
H 2.21 1.88 -5.36
H -2.27 3.32 -4.60
O 3.02 0.31 1.95
C 1.60 3.91 0.07
O 3.63 -1.19 0.40
C 0.67 2.20 -1.62
H -1.77 0.60 -3.95
H -6.89 -3.18 -6.30
H -0.16 -3.47 0.29
H -2.78 -1.64 2.03
H 5.35 -4.74 2.07
H 1.12 0.72 2.76
H 6.57 -3.51 -0.46
H 1.92 4.93 0.36
C 1.73 2.86 1.06
H 0.29 1.93 -2.64
H -4.65 2.51 -4.76
C -4.24 1.23 1.76
H 2.91 -0.67 -4.09
C 3.83 1.04 -4.21
O 4.66 -4.27 -0.47
C 5.29 3.20 4.23
H -5.10 -3.17 1.23
C -3.94 2.65 2.20
C 0.92 4.69 -2.34
C -6.73 -2.77 -5.30
C 6.08 2.29 3.30
O -4.69 -3.38 -1.41
H -5.65 0.95 3.08
H 6.96 -3.99 1.98
H -2.39 1.95 -5.72
H -2.38 0.27 3.45
O -5.55 -1.10 -4.02
H 1.74 -0.43 5.73
C -1.77 -1.95 2.33
O -4.84 0.50 2.83
H 5.83 2.50 2.26
C -5.23 -2.25 0.65
H -1.08 -1.55 1.58
C -3.90 1.97 -4.17
H -6.39 -3.57 -4.64
H 7.15 2.44 3.44
H 3.05 0.57 -6.17
C 5.95 -3.99 1.56
O 3.00 0.11 -3.53
O -1.56 1.54 -3.88
C -5.67 -2.57 -0.76
H -5.22 -1.81 -3.46
H -3.32 0.72 1.47
H 2.19 -3.48 -0.54
H -4.93 1.22 0.91
H 3.69 2.08 4.22
H 1.89 5.22 -2.50
H -3.26 2.65 3.06
H -1.72 -3.04 2.32
H 0.59 1.74 5.19
C -5.73 -1.63 -5.33
C 1.07 3.56 -1.25
C 1.34 1.51 0.68
H -4.85 3.17 2.51
O 3.89 3.00 4.04
H 3.82 2.17 -6.06
H 3.71 0.90 -0.89
H -3.99 2.26 -3.13
H 3.95 1.91 -3.57
C 1.56 0.40 1.78
H 1.10 -0.57 1.49
H 1.47 -1.87 -0.70
C 0.81 1.14 -0.62
O -1.48 0.01 3.69
H 5.84 1.24 3.49
C -2.50 2.25 -4.68
C 1.40 0.25 6.52
H 5.51 4.24 4.03
H 2.11 0.19 7.35
H 0.97 2.34 6.79
H 4.28 -3.40 -0.30
C 3.20 1.44 -5.53
H -4.77 -1.97 -5.71
O 0.14 -0.19 7.00
H -0.03 -4.52 -1.13
H -6.09 -0.82 -5.97
H 5.48 -3.02 1.76
H 0.56 4.18 -3.27
H -7.69 -2.43 -4.90
H 0.55 0.08 -0.80
C 0.04 -3.49 -0.78
H -5.97 -1.62 1.16
H -4.12 0.90 -4.23
C 5.98 -4.27 0.07
H -3.48 3.22 1.39
H 5.53 2.99 5.28
H -0.41 -1.70 3.98
```

Calculated values
E_HOMO (eV): -8.6
SMILES: Cc1ccc(COC(=O)O)cc1.CCO.CCO.CCO.CCO.CCO.CCO.CCO.CCO.CCO.CCO
Orbital gap (eV): 9.03
Energy above the lowest of the compared OMol25 structures with the same formula, charge and spin (eV): 0.000

***

(3)
ORCA calculation (wB97M-V/def2-TZVPD) on 3 unconnected molecules or ions with the total composition C29H71BF2N6O5P3 at a distorted geometry.

The geometry in XYZ format:
```
117
C29H71BF2N6O5P3 wB97M-V/def2-TZVPD
C 0.71 3.99 1.83
H -0.02 7.15 0.33
H 4.39 0.48 -1.94
H -6.32 -3.62 -1.90
C -6.99 -3.10 -2.59
H 1.39 -0.76 6.06
C -1.32 -0.94 -5.53
C 5.21 -1.95 6.98
H -2.20 -1.08 -6.22
H 0.45 3.44 0.90
H -2.57 -0.92 -1.66
C -6.60 -2.19 0.89
H 4.33 -2.55 6.75
N 3.44 -0.30 5.86
C -1.30 -2.16 -4.53
H -6.82 -3.50 -3.59
C 3.99 -1.37 -4.33
H 4.23 -3.10 2.65
H 2.51 1.62 5.90
C 2.14 0.28 -1.76
H -0.10 5.93 2.59
C -5.47 -1.38 -3.20
C 3.12 -1.98 -3.17
H 2.51 0.74 7.44
C 4.44 -2.43 -5.42
H -7.62 1.33 -3.49
F 3.38 -0.32 -5.05
H 7.72 -1.48 6.52
C 2.22 -0.93 5.37
C -0.20 6.05 0.41
C 0.52 5.56 1.73
H 5.26 -1.93 -6.01
H 6.69 -1.29 2.70
C 7.05 -0.72 6.12
H 1.46 5.48 -0.97
O 1.17 -1.98 -1.67
H -10.32 0.03 -2.87
C -0.20 -2.11 -2.01
H 3.83 -2.13 -2.30
O -0.83 0.12 -0.31
N 5.73 -1.28 5.79
H -1.41 0.04 -4.99
O 0.82 -0.98 -3.74
H 3.60 -2.60 -6.14
H -9.54 -2.44 -0.57
O 4.15 1.03 4.01
H -9.73 -1.53 -2.36
C 3.20 3.64 1.00
P -7.06 -0.59 -1.19
H -0.70 -2.97 -1.50
H -9.10 1.97 -2.73
H 3.91 1.50 0.75
C -9.41 -0.58 -2.78
H -1.18 -3.07 -5.19
O -7.07 0.36 0.02
C 3.46 1.08 -2.11
H 2.16 1.82 0.44
H 2.87 4.40 0.25
H 4.97 -1.25 7.79
C 5.68 -0.98 2.42
C 3.09 0.95 6.54
H 4.93 -0.95 -3.87
H -5.56 -2.03 0.59
H -6.67 -3.23 1.24
C 3.45 2.44 -1.27
H 6.97 0.10 6.85
H 2.59 4.44 2.97
C 0.35 5.41 -0.92
H 4.00 1.49 6.85
H 2.33 -2.01 5.31
H -7.58 2.04 -1.87
H 1.92 -0.55 4.39
N -8.44 0.11 -1.96
N -7.51 -1.97 -0.23
H -4.66 -1.74 -2.56
N 4.72 -1.25 3.49
H -5.34 -0.30 -3.34
C -8.17 1.43 -2.54
P 4.80 -0.12 4.79
H 5.95 -2.66 7.36
C -0.03 -2.12 -3.61
H 5.40 -1.49 1.50
H 1.53 6.06 1.81
H -9.05 -0.77 -3.80
H -0.09 5.99 -1.78
H 1.26 0.99 -1.87
H 0.59 -3.05 -3.78
H 2.81 -3.01 -3.50
C -8.88 -2.11 0.24
H 2.31 2.67 2.74
H -1.07 0.41 -2.75
H 4.81 -3.37 -4.95
H -6.82 -1.53 1.74
H 7.53 -0.32 5.22
H 3.79 -2.97 4.33
H -8.96 -2.89 1.00
P -1.19 -0.51 -1.65
H 2.12 -0.05 -0.69
C 4.56 -2.69 3.61
H 0.05 3.58 2.64
N -6.79 -1.66 -2.60
H 4.43 2.99 -1.41
H 3.43 1.41 -3.18
H -5.37 -1.84 -4.18
H 5.71 0.09 2.19
C 2.21 3.67 2.23
C 3.20 2.23 0.27
H -8.02 -3.36 -2.34
H 2.63 3.07 -1.69
H 0.02 4.34 -1.02
H 4.24 3.81 1.39
F -2.52 -2.33 -3.84
H -9.28 -1.18 0.66
B 1.86 -1.06 -2.67
H -0.41 -0.94 -6.18
H -1.31 5.93 0.54
H 5.49 -3.20 3.89
```

Calculated values
E_HOMO (eV): -4.8
Net charge: -1
Orbital gap (eV): 5.81

***

(4)
ORCA calculation (wB97M-V/def2-TZVPD) on 7 unconnected molecules or ions with the total composition C29H71BrN9O12P3Si at a distorted geometry.

The geometry in XYZ format:
```
126
C29H71BrN9O12P3Si wB97M-V/def2-TZVPD
O 0.25 -1.29 5.95
P 3.05 -1.93 1.29
N -0.03 3.32 -6.26
C 0.72 -3.53 5.24
H -7.37 -4.21 6.30
C -0.19 -2.40 5.68
O -4.84 -2.73 5.30
H 1.28 -0.21 -3.25
C -7.91 -3.41 3.53
H -5.70 -4.66 6.65
H -2.42 -1.11 -2.96
O 6.63 9.29 1.28
N -3.41 -1.17 -2.70
O -0.50 -1.97 -4.64
H -3.84 -0.86 5.80
O 6.53 1.19 -2.75
H -3.10 0.64 6.38
H 1.86 5.22 -5.56
H -4.12 -3.34 -6.30
H -7.80 -3.75 2.49
P 3.56 2.10 -3.29
H 0.61 -3.68 -6.11
H -5.47 2.46 4.69
O -3.74 1.49 2.31
H 2.67 -4.82 -0.01
H -1.57 -4.68 5.18
N -4.84 -1.58 -0.92
C 3.23 -3.93 -0.28
H -5.26 -0.66 -0.99
H 1.84 0.47 2.12
O 6.19 3.43 -3.98
H 7.54 7.11 0.98
C -3.51 -1.45 -1.49
H 6.57 5.57 -0.72
H 6.10 0.54 -3.32
H 0.35 1.22 -2.80
H -0.41 1.13 -0.38
H -5.34 -2.12 -1.62
H -6.00 2.32 3.01
C -0.42 -3.58 -6.42
H 6.04 5.13 0.91
O 3.79 -3.28 0.87
H 0.45 -3.87 4.24
H 0.03 -0.28 0.62
C 4.39 -4.38 -1.15
C -1.10 -2.55 -5.54
O 5.70 3.30 -1.56
H 6.03 2.94 -4.80
C -2.24 -3.88 5.50
H 3.63 0.40 1.01
Si 2.54 1.00 -1.61
H -2.06 -1.86 6.07
C 0.94 0.40 -2.40
H 3.92 7.82 0.95
C -6.40 -4.45 5.85
C 3.60 -0.47 -1.04
H 5.01 -5.03 -0.55
O -0.08 3.37 -4.02
H -0.68 3.88 -8.16
H -2.96 -3.69 4.72
N -3.47 0.58 4.33
H 3.41 -0.64 4.48
C -3.28 -2.86 -6.79
H -2.78 -2.11 0.16
H 5.01 -3.50 -1.35
H 0.92 3.11 -8.10
P 5.61 2.52 -2.77
C -4.19 1.28 3.42
C 0.25 3.81 -7.59
H -3.66 -2.06 -7.43
H 1.74 -3.15 5.21
H -2.75 -3.59 -7.40
H -2.57 0.52 -0.63
H -2.58 0.27 3.99
H 4.46 8.26 -0.69
C 4.56 8.49 0.37
O 3.27 -1.87 2.88
H -6.50 -5.34 5.23
H 4.06 -4.85 -2.07
C 6.00 8.35 0.81
C -2.00 -0.25 -0.11
C -5.55 1.78 3.84
N -1.52 -2.65 5.77
H 2.55 -3.30 -0.85
H -8.67 -2.62 3.56
H 0.26 6.00 -5.62
H -0.60 -1.02 -2.16
C 3.31 -0.52 3.41
H -2.27 -0.15 0.94
C -3.84 0.23 5.69
H -0.47 2.42 -6.16
H -6.20 0.95 4.10
C -0.50 0.06 -0.27
H 1.19 -0.05 3.66
H 2.30 1.32 3.55
H -4.82 0.61 5.95
H 3.14 -1.36 -1.45
N 6.58 7.13 0.67
H 3.54 1.21 -4.39
N -2.41 -1.60 -0.63
H -0.91 -4.54 -6.32
H -2.79 -1.59 -5.15
N -6.64 -2.88 3.99
H -6.24 -2.10 3.49
H 4.56 -0.38 -1.53
H 0.67 -4.35 5.95
H 4.20 -0.01 3.06
N -2.41 -2.28 -5.78
C 5.99 5.90 0.14
H -8.24 -4.24 4.14
C 0.88 5.28 -5.09
C -5.89 -3.29 5.04
Br 2.19 2.54 -0.02
C 0.14 -0.58 -1.50
C 2.07 0.33 3.17
H -0.44 -3.26 -7.46
H 4.24 9.51 0.55
H 0.83 -1.38 -1.25
H -2.77 -4.19 6.40
H 0.73 4.79 -7.56
H 4.93 -0.69 0.62
H 1.02 5.62 -4.06
H 4.96 6.05 -0.16
C 3.86 -0.52 0.48
C 0.22 3.92 -5.06
O 1.61 -1.97 1.02
```

Calculated values
E_HOMO (eV): -8.7
SMILES: [H]/N=C(/N)NCCCC[Si@@](Br)(CCP(=O)(OCC)OCC)PP(=O)(O)O.CNC(C)=O.CNC(C)=O.CNC(C)=O.CNC(C)=O.CNC(C)=O.CNC(C)=O
Orbital gap (eV): 8.87
Energy above the lowest of the compared OMol25 structures with the same formula, charge and spin (eV): 0.256